Record 1
The following is a DFT calculation (ωB97M-V with the def2-TZVPD basis set) of a cluster of 2 separate species, C7H10 in total.

The gap between HOMO and LUMO comes out at 9.502 eV. For the largest force on an atom, the calculation gives 0.0079 Eh/bohr. As for the energy above the lowest of the compared OMol25 structures with the same formula, charge and spin: 131.69 kcal/mol. The SMILES is CC1C=C1.C=C=C. The value obtained for the lowest unoccupied orbital energy is 1.0671 eV.

Structure (ORCA input):
```
! RIJCOSX wB97M-V def2-TZVPD def2/J DEFGRID3
* xyz 0 1
C -1.22 0.29 1.37
C -1.37 -0.48 0.07
C -0.81 -0.01 -1.24
C -0.20 -1.08 -0.67
C 1.71 -0.74 0.24
C 1.88 0.55 -0.12
C 1.37 1.58 -0.67
H -2.06 0.99 1.49
H -1.23 -0.39 2.23
H -0.30 0.87 1.40
H -2.30 -1.06 0.03
H -1.19 0.22 -2.22
H 0.29 1.20 -1.04
H 0.06 -2.07 -0.99
H 2.25 -1.51 -0.29
H 1.45 -0.98 1.27
H 1.67 2.60 -0.85
*
```

=====

Record 2
The following is a DFT calculation (ωB97M-V with the def2-TZVPD basis set) of the molecule C7H10 in a non-equilibrium geometry.

The gap between HOMO and LUMO comes out at 9.088 eV. For the largest force on an atom, the calculation gives 0.0455 Eh/bohr. As for the energy above the lowest of the compared OMol25 structures with the same formula, charge and spin: 96.62 kcal/mol. The SMILES is C=C1C[C@@H]2[C@H](C)[C@H]12. The value obtained for the lowest unoccupied orbital energy is 1.0154 eV.

Structure (ORCA input):
```
! RIJCOSX wB97M-V def2-TZVPD def2/J DEFGRID3
* xyz 0 1
C -1.85 0.61 -0.30
C -1.06 -0.68 -0.30
C 0.23 -0.90 -1.00
C 1.10 0.36 -0.89
C 1.08 0.11 0.63
C 1.82 0.66 1.60
C 0.17 -1.02 0.54
H -2.44 0.69 -1.23
H -2.56 0.65 0.54
H -1.22 1.51 -0.24
H -1.70 -1.56 -0.34
H 0.43 -1.73 -1.66
H 0.73 1.28 -1.35
H 2.14 0.20 -1.21
H 1.16 1.55 1.42
H 1.77 0.13 2.55
H 0.19 -1.85 1.24
*
```

=====

Record 3
The following is a DFT calculation (ωB97M-V with the def2-TZVPD basis set) of the molecule C7H10 in a non-equilibrium geometry.

The gap between HOMO and LUMO comes out at 10.034 eV. For the largest force on an atom, the calculation gives 0.0896 Eh/bohr. As for the energy above the lowest of the compared OMol25 structures with the same formula, charge and spin: 121.84 kcal/mol. The SMILES is C=C1C[C@@H]2C[C@H]2C1. The value obtained for the lowest unoccupied orbital energy is 1.0688 eV.

Structure (ORCA input):
```
! RIJCOSX wB97M-V def2-TZVPD def2/J DEFGRID3
* xyz 0 1
C -1.19 -1.98 0.78
C -0.53 -0.93 0.31
C 0.07 0.16 1.23
C 0.87 0.84 0.24
C 0.93 2.04 -0.68
C -0.01 0.79 -0.95
C -0.09 -0.66 -1.24
H -1.64 -2.64 0.10
H -1.56 -2.08 1.88
H 0.46 -0.64 2.04
H -0.53 0.94 1.81
H 1.61 0.20 0.04
H 0.36 2.91 -0.39
H 2.01 2.15 -1.09
H -0.99 1.08 -0.60
H 0.98 -1.17 -1.46
H -0.75 -1.00 -2.01
*
```

=====

Record 4
The following is a DFT calculation (ωB97M-V with the def2-TZVPD basis set) of a structure of composition C7H10.

The gap between HOMO and LUMO (alpha / beta) comes out at 7.611 / 7.903 eV. For the largest force on an atom, the calculation gives 0.0075 Eh/bohr. As for the energy above the lowest of the compared OMol25 structures with the same formula, charge and spin: 178.44 kcal/mol. The value obtained for the lowest unoccupied orbital energy (alpha / beta) is -0.1284 / 0.1146 eV.

Structure (ORCA input):
```
! RIJCOSX wB97M-V def2-TZVPD def2/J DEFGRID3
* xyz 0 1
C -0.74 0.41 -1.34
C -0.46 -0.84 -0.47
C 0.97 -0.76 -0.27
C 1.04 0.52 0.51
C 0.23 0.07 1.77
C -0.94 0.03 0.79
C -0.32 1.16 -0.06
H -0.16 0.51 -2.27
H -1.81 0.57 -1.53
H -0.22 -1.84 -1.45
H 0.59 -1.68 -1.92
H 1.72 -1.53 -0.36
H 1.98 1.06 0.59
H 0.55 -0.85 2.27
H 0.15 0.89 2.49
H -1.99 0.00 1.07
H -0.54 2.22 0.12
*
```

=====

Record 5
The following is a DFT calculation (ωB97M-V with the def2-TZVPD basis set) of the molecule C7H10.

The gap between HOMO and LUMO comes out at 8.501 eV. For the largest force on an atom, the calculation gives 0.0073 Eh/bohr. As for the energy above the lowest of the compared OMol25 structures with the same formula, charge and spin: 130.17 kcal/mol. The value obtained for the lowest unoccupied orbital energy is 0.0299 eV.

Structure (ORCA input):
```
! RIJCOSX wB97M-V def2-TZVPD def2/J DEFGRID3
* xyz 0 1
C -1.01 -0.47 1.35
C 0.14 -1.33 0.93
C -0.92 -0.93 -0.08
C 0.09 -0.11 -0.85
C -0.24 1.41 -1.13
C 0.51 2.07 -0.04
C 1.18 -0.48 0.22
H -1.77 -0.97 1.94
H -0.84 0.58 1.58
H 0.33 -2.31 1.38
H -1.70 -1.54 -0.53
H 0.34 -0.58 -1.81
H -1.32 1.54 -1.03
H 0.08 1.67 -2.14
H 1.55 2.17 -0.41
H 1.58 0.34 0.83
H 2.02 -1.04 -0.21
*
```

=====

Record 6
The following is a DFT calculation (ωB97M-V with the def2-TZVPD basis set) of the molecule C7H10.

The gap between HOMO and LUMO comes out at 8.079 eV. For the largest force on an atom, the calculation gives 0.0089 Eh/bohr. As for the energy above the lowest of the compared OMol25 structures with the same formula, charge and spin: 104.09 kcal/mol. The value obtained for the lowest unoccupied orbital energy is 0.0751 eV.

Structure (ORCA input):
```
! RIJCOSX wB97M-V def2-TZVPD def2/J DEFGRID3
* xyz 0 1
C -1.30 0.14 0.61
C -1.43 0.59 -0.89
C -0.04 0.84 -1.32
C 0.71 -0.46 -1.31
C 1.13 -0.68 0.15
C 1.43 0.54 0.97
C 0.10 -0.19 1.13
H -1.88 -0.78 0.72
H -1.78 0.89 1.25
H -1.89 -0.23 -1.47
H -2.08 1.47 -0.98
H 0.10 -1.34 -1.61
H 1.59 -0.39 -1.95
H 1.67 -1.60 0.35
H 1.53 1.50 0.47
H 2.12 0.41 1.80
H 0.03 -0.71 2.08
*
```

=====

no.,electronic energy (eV)
1,-7415.324
2,-7416.845
3,-7415.751
4,-7413.297
5,-7415.390
6,-7416.521